Entry 1:
Density functional theory data (ωB97M-V/def2-TZVPD) for C18H22N5NiO2S2 as an isolated structure.

Calculated values
**Energy above the lowest of the compared OMol25 structures with the same formula, charge and spin**: 0.0 kcal per mole
**Energy**: -3427.90923 a.u.
**Total charge**: +1
**⟨S²⟩**: 2.006
**2S+1**: 3

```
50
C18H22N5NiO2S2 | OMol25 | ωB97M-V/def2-TZVPD
Ni -0.09057 -0.20935 -0.46672
C 2.33839 -0.23998 -1.80622
C 2.32287 1.19534 -1.28803
N 0.96628 1.62802 -0.88279
C 0.21170 2.57011 -1.72714
C -1.12615 2.00290 -2.17204
C -1.98596 2.64358 -3.05607
C -3.05942 1.92754 -3.55845
C -3.20096 0.57282 -3.26163
C -2.30671 0.00872 -2.37625
C -2.09370 -1.47804 -2.13313
N -0.63021 -1.62860 -2.04681
C 0.00265 -2.84606 -1.53771
C 1.50260 -2.54431 -1.38581
N 1.74201 -1.18419 -0.83355
N -1.37778 0.76429 -1.77920
H 3.36345 -0.52318 -2.06504
H 1.74995 -0.30205 -2.72553
H 2.74319 1.85554 -2.05043
H 2.96838 1.26995 -0.41066
H 1.03344 2.03478 0.04470
H 0.77952 2.80649 -2.63142
H 0.06939 3.51406 -1.19791
H -1.80149 3.66246 -3.36884
H -3.74904 2.40182 -4.24395
H -3.96088 -0.02743 -3.74252
H -2.54348 -2.05915 -2.94166
H -2.53413 -1.80531 -1.19173
H -0.23348 -1.38824 -2.95043
H -0.13555 -3.71524 -2.18759
H -0.44163 -3.06835 -0.56724
H 1.99622 -2.62435 -2.35813
H 1.96038 -3.29217 -0.74033
H 2.32290 -1.22962 -0.00105
O 2.75993 0.18999 2.22055
S 1.51044 0.86463 2.44861
O 1.47421 2.28678 2.23568
N 0.35640 0.17126 1.50547
C -0.54107 -0.51132 2.18319
S -1.67729 -1.35644 1.28833
C -0.36290 -0.41548 3.65082
C -1.12999 -0.96684 4.65967
C -0.75383 -0.71842 5.97443
C 0.36244 0.05708 6.26879
C 1.14148 0.60915 5.25623
C 0.75060 0.35616 3.96041
H -1.99734 -1.56842 4.42251
H -1.33752 -1.13427 6.78424
H 0.63023 0.23355 7.30154
H 2.01204 1.20978 5.48086
```



Entry 2:
Density functional theory data (ωB97M-V/def2-TZVPD) for a 2-piece molecular cluster, C8H23N4 overall at a distorted geometry.

Calculated values
**Energy above the lowest of the compared OMol25 structures with the same formula, charge and spin**: 43.8 kcal per mole
**Energy**: -537.08612 a.u.
**Total charge**: +1
**⟨S²⟩**: 2.010
**2S+1**: 3

```
35
C8H23N4 | OMol25 | ωB97M-V/def2-TZVPD
C -0.77289 -1.02544 -2.06594
C -2.17325 -1.75827 0.34506
C -2.60595 0.55651 0.88383
C 1.52757 -1.54792 1.48545
C 2.69094 -1.19854 -0.68082
C 1.00653 1.96218 1.32272
C 0.36440 2.51623 -0.97422
C -1.02967 -0.06179 -0.83284
N -2.15723 -0.43340 -0.03379
N 1.51856 -1.44155 0.05254
N 0.10721 0.18667 -0.00380
N 0.87601 1.39892 -0.08444
H -0.05526 -0.52293 -2.64537
H -0.31752 -1.90222 -1.70248
H -1.70429 -0.99124 -2.62647
H -2.47621 -2.30239 -0.49765
H -1.23674 -2.24063 0.82990
H -3.00844 -1.93048 1.08754
H -2.50285 0.30661 1.99928
H -2.23167 1.58625 0.63443
H -3.72112 0.61881 0.60892
H 2.03979 -0.80561 2.01887
H 0.52662 -1.76788 1.82492
H 1.96269 -2.47193 1.49704
H 3.48537 -1.96334 -0.28099
H 2.53930 -1.42505 -1.76711
H 3.03003 -0.19941 -0.45542
H 0.97976 1.22887 2.03639
H 1.82206 2.58458 1.53675
H 0.24206 2.54237 1.67376
H 0.36106 2.26209 -2.00215
H -0.69150 2.70482 -0.61728
H 0.95486 3.42820 -0.84896
H -1.12532 0.98338 -1.25192
H 1.77510 1.12350 -0.46575
```